C29H80Br6N12O7P4 as an isolated structure in a non-equilibrium geometry, computed with ωB97M-V/def2-TZVPD.

Cartesian coordinates (Å):
C (-0.29020, -3.17853, 4.57836)
Br (-0.74849, -3.10157, 2.72437)
Br (0.82403, -1.67117, 5.03105)
Br (0.61902, -4.83015, 4.89255)
H (-1.15779, -3.10082, 5.19661)
C (5.96786, 0.84117, -0.38852)
Br (5.60400, -0.92576, -1.05195)
Br (4.75408, 1.32818, 1.00037)
Br (5.86395, 2.11203, -1.79418)
H (6.94115, 0.76547, 0.04475)
O (-2.88760, 5.96568, -0.91195)
P (-2.00538, 6.00537, -2.09857)
N (-2.32316, 7.23770, -3.11773)
C (-2.51011, 6.99741, -4.50387)
C (-3.06199, 8.34157, -2.63755)
N (-1.89350, 4.63103, -2.96089)
C (-0.68410, 4.06872, -3.41819)
C (-3.08859, 3.94836, -3.27229)
N (-0.44329, 6.29933, -1.67864)
C (0.51861, 6.87037, -2.55119)
C (0.06241, 5.86946, -0.35696)
H (-3.53878, 6.72519, -4.77755)
H (-1.82012, 6.22251, -4.82362)
H (-2.25189, 7.92566, -5.02112)
H (-3.00696, 9.13177, -3.37913)
H (-2.68342, 8.64940, -1.67647)
H (-4.11103, 8.03629, -2.55382)
H (-0.95033, 3.36992, -4.19050)
H (-0.02880, 4.82088, -3.85639)
H (-0.13922, 3.60343, -2.59630)
H (-3.74693, 4.52683, -3.94051)
H (-2.88557, 3.05620, -3.88123)
H (-3.63715, 3.59296, -2.40090)
H (0.13372, 6.89039, -3.57330)
H (0.70286, 7.91709, -2.26802)
H (1.47281, 6.32589, -2.61272)
H (0.54038, 6.67286, 0.18892)
H (0.83749, 5.09553, -0.57453)
H (-0.69712, 5.28881, 0.14199)
O (-1.13044, -3.92848, -5.01393)
P (-0.32062, -3.01877, -4.19633)
N (-1.14690, -2.03142, -3.16407)
C (-1.55941, -2.53900, -1.84696)
C (-2.15852, -1.19198, -3.84191)
N (0.50725, -1.97559, -5.17139)
C (0.96403, -2.42423, -6.48754)
C (0.93570, -0.65449, -4.78879)
N (0.75484, -3.76208, -3.23301)
C (1.24992, -5.12737, -3.62096)
C (1.69807, -2.94493, -2.54971)
H (-1.75185, -3.61320, -1.76225)
H (-2.33202, -1.92459, -1.39194)
H (-0.72743, -2.36726, -1.12145)
H (-2.30098, -0.25130, -3.27554)
H (-3.16326, -1.63919, -3.87777)
H (-1.82807, -0.93364, -4.84503)
H (0.84225, -1.61439, -7.21916)
H (2.04704, -2.65130, -6.45551)
H (0.40142, -3.28897, -6.81533)
H (1.96910, -0.65470, -4.40409)
H (0.76503, 0.05999, -5.58614)
H (0.36397, -0.34214, -3.90357)
H (1.49487, -5.71908, -2.72230)
H (0.46581, -5.71877, -4.09270)
H (2.15312, -5.06079, -4.26427)
H (1.21551, -2.20280, -1.91797)
H (2.42374, -2.52192, -3.26590)
H (2.30242, -3.57550, -1.88547)
O (0.02604, -7.91934, 0.51052)
P (1.36811, -7.38201, 0.78996)
N (2.62267, -7.88888, -0.10049)
C (2.81980, -7.38131, -1.50826)
C (3.06018, -9.20256, 0.13791)
N (1.87798, -7.77502, 2.26161)
C (0.93068, -8.37194, 3.17143)
C (3.13661, -7.50140, 2.83134)
N (1.39243, -5.74976, 0.63195)
C (0.23992, -5.05266, 0.06836)
C (2.63561, -4.96105, 0.70684)
H (2.87777, -6.28858, -1.49129)
H (2.03925, -7.73636, -2.19930)
H (3.80025, -7.69331, -1.87801)
H (2.37935, -9.96774, -0.25574)
H (3.22911, -9.35295, 1.19836)
H (4.01248, -9.33122, -0.38268)
H (-0.05330, -8.39718, 2.73390)
H (1.32062, -9.34937, 3.50400)
H (0.88451, -7.77231, 4.10215)
H (3.47945, -8.43533, 3.32453)
H (3.86439, -7.25549, 2.07834)
H (3.06162, -6.76422, 3.64388)
H (0.43854, -4.03517, -0.25813)
H (-0.16191, -5.67043, -0.74689)
H (-0.61287, -4.96658, 0.75907)
H (3.42696, -5.56044, 1.12221)
H (2.47654, -4.09803, 1.34803)
H (2.96363, -4.69725, -0.30706)
O (-2.53455, 5.13580, 6.19338)
P (-2.00231, 4.22282, 5.19154)
N (-1.59276, 2.77697, 5.77271)
C (-1.09020, 1.73741, 4.84163)
C (-2.17770, 2.30530, 7.02645)
N (-0.61835, 4.78918, 4.49956)
C (0.11259, 5.89390, 5.13717)
C (-0.25468, 4.49241, 3.13696)
N (-2.96518, 3.89755, 3.93436)
C (-3.87097, 2.78325, 3.94110)
C (-3.37771, 4.97469, 3.09944)
H (-1.66259, 1.69953, 3.91331)
H (-1.13072, 0.76645, 5.31981)
H (-0.02039, 1.93437, 4.68741)
H (-3.24541, 2.05079, 6.97427)
H (-1.99219, 3.02280, 7.83532)
H (-1.61878, 1.43099, 7.37713)
H (-0.11863, 6.00173, 6.19080)
H (1.19461, 5.68008, 5.07824)
H (-0.04699, 6.86534, 4.63666)
H (-0.35748, 3.42525, 2.99069)
H (-0.82006, 5.09446, 2.41643)
H (0.80728, 4.70939, 2.97714)
H (-4.21177, 2.60719, 2.91426)
H (-3.41180, 1.85083, 4.26439)
H (-4.76015, 2.98521, 4.55877)
H (-4.46208, 5.11877, 3.12473)
H (-3.13783, 4.77914, 2.03202)
H (-2.81846, 5.87975, 3.33593)
C (1.91243, -0.89580, 1.89076)
O (0.90803, 0.12856, 1.95539)
C (0.42520, 0.70447, 0.88602)
O (0.52625, 0.35253, -0.26633)
O (-0.27281, 1.74030, 1.33889)
C (-1.26411, 2.41011, 0.49948)
H (2.31186, -1.01809, 2.88718)
H (2.74982, -0.56709, 1.25043)
H (1.57065, -1.81481, 1.42196)
H (-2.13434, 1.78960, 0.24075)
H (-0.89898, 2.77247, -0.48992)
H (-1.57055, 3.33677, 0.97780)

Output
Orbital gap in eV: 8.11
Energy above the lowest of the compared OMol25 structures with the same formula, charge and spin in kJ/mol: 45.9
Energy in eV: -520998.1184

Löwdin atomic charge list, values in e, 2 entries:
1. C -1.58
2. Br 0.68